# 1
Molecular formula: C29H35IrN5O2PS3
Method: DFT, the ωB97M-V functional and the def2-TZVPD basis

The geometry in XYZ format:
```
76
Properties=species:S:1:pos:R:3:forces:R:3
Ir 0.08210 0.41595 1.62003 0.1943 0.6565 0.1573
S -1.09785 3.52288 4.75962 0.0008 0.0069 -0.0158
C -1.35789 4.21866 3.22179 0.0459 -0.0615 -0.0161
C -0.95510 3.39323 2.21547 0.0522 0.0830 -0.0435
C -0.42645 2.14567 2.66976 -0.0652 -0.2627 -0.1006
C -0.45337 2.09540 4.04473 0.0481 -0.0333 0.0554
C 0.08779 0.98632 4.83102 0.0306 0.0363 -0.0941
C 0.28646 1.03802 6.21011 -0.0347 0.0069 -0.0540
C 0.88499 -0.03185 6.84529 0.0111 -0.0669 -0.0576
C 1.28449 -1.12946 6.09238 -0.0113 0.0632 0.0601
C 1.03896 -1.11052 4.73259 -0.0612 -0.0775 -0.0012
N 0.44495 -0.09113 4.11567 -0.1074 -0.0608 -0.0136
H -1.79220 5.20120 3.13920 -0.0170 0.0417 0.0040
H -1.03398 3.68251 1.17619 -0.0185 -0.0441 0.0731
H -0.01578 1.91568 6.76497 0.0131 0.0076 0.0148
H 1.04809 -0.00875 7.91412 0.0104 0.0018 0.0164
H 1.77134 -1.98103 6.54460 -0.0050 -0.0114 0.0140
H 1.32505 -1.95093 4.10978 -0.0066 0.0308 0.0077
S 1.33369 -0.21793 -2.44856 0.1494 -0.0064 -0.0310
N -1.27839 0.82956 -0.17375 0.0005 -0.2319 0.1356
S -0.91495 1.79631 -1.38096 -0.3214 0.0297 -0.1518
C -1.84872 3.32422 -1.27311 0.1090 -0.0868 0.0381
C -3.22185 3.30451 -1.07158 -0.0088 0.0392 -0.0191
C -3.89675 4.50556 -0.94712 -0.0031 -0.0243 0.0049
C -3.20272 5.70840 -1.03475 0.0161 -0.0090 0.0021
C -1.83317 5.71511 -1.24515 -0.0038 -0.0047 0.0207
C -1.14432 4.51359 -1.35813 0.0140 0.0158 -0.0234
C -1.73582 1.15947 -2.85925 0.0247 -0.0190 0.1028
C -1.53920 1.81638 -4.06609 0.0048 -0.0245 0.0114
C -2.17360 1.34291 -5.20166 -0.0041 0.0004 -0.0090
C -2.99892 0.22557 -5.12758 0.0183 0.0030 -0.0096
C -3.18542 -0.42154 -3.91560 0.0450 -0.0239 0.0235
C -2.54192 0.04011 -2.77105 -0.0239 0.0122 0.0166
H -2.27867 0.75298 -0.00779 0.0037 0.0489 0.0238
H -3.76457 2.36849 -1.01945 0.0047 -0.0258 0.0102
H -4.96583 4.50553 -0.78563 -0.0132 0.0105 0.0038
H -3.73669 6.64358 -0.93680 -0.0083 0.0124 -0.0041
H -1.29577 6.65100 -1.30931 0.0060 0.0112 -0.0040
H -0.07104 4.50492 -1.49994 0.0203 -0.0068 0.0031
H -0.90038 2.68868 -4.12004 0.0085 0.0355 0.0023
H -2.03319 1.85052 -6.14576 0.0154 0.0019 -0.0189
H -3.50320 -0.13218 -6.01477 -0.0107 0.0017 -0.0184
H -3.84173 -1.28088 -3.85547 -0.0293 0.0059 0.0134
H -2.66798 -0.45968 -1.81898 0.0190 -0.0389 0.0096
N -0.78606 -2.84960 -3.41866 0.0736 0.0790 0.3450
C 0.44255 -3.68668 -3.59201 0.1463 -0.1421 -0.0054
P 1.27105 -3.65303 -1.90285 -0.0952 0.2122 0.2023
O 1.10683 -4.95841 -1.22487 0.0306 -0.0507 -0.0638
O 0.57532 -2.40298 -1.33563 -0.0893 -0.1017 -0.1297
C 3.03659 -3.29153 -2.21682 0.0185 -0.0438 -0.0180
N 3.88236 -4.14334 -1.38818 0.0491 -0.0444 0.0157
H -1.62103 -3.41715 -3.30074 -0.0014 0.0313 -0.0436
H -0.93936 -2.16727 -4.15778 0.0051 0.0042 0.0629
H -0.54392 -2.36124 -2.47096 -0.0808 0.0207 -0.2048
H 1.06346 -3.24293 -4.36635 -0.0224 0.0267 0.0011
H 0.17611 -4.70344 -3.86848 -0.0059 0.0262 -0.0356
H 3.20398 -2.23486 -1.97993 -0.0307 0.0212 -0.0406
H 3.21652 -3.40866 -3.29213 0.0183 -0.0249 -0.0006
H 4.72298 -4.41918 -1.87877 -0.0360 0.0125 0.0251
H 3.37247 -4.98230 -1.12612 0.0093 0.0177 -0.0138
H 4.05560 -2.43547 0.39582 0.0277 -0.0219 0.0110
C -0.06440 -2.96107 1.82112 -0.0810 0.0574 0.0244
C 1.33261 -2.46941 1.66104 0.0565 -0.0113 -0.0601
C 2.47907 -3.14917 1.64462 0.0281 0.0290 0.0746
C 3.58758 -2.19763 1.36198 -0.0668 -0.0027 -0.1775
C 2.86228 -0.90017 1.27501 0.0063 0.1015 0.0592
C 3.48356 0.42501 1.02479 -0.0243 0.0194 0.0034
N 1.59240 -1.06822 1.44167 -0.0864 -0.1522 -0.1143
H -0.15187 -3.61647 2.68723 0.0015 -0.0193 -0.0059
H -0.35850 -3.51996 0.93419 -0.0197 -0.0139 -0.0394
H -0.76762 -2.13340 1.95347 0.0545 -0.0474 0.0101
H 2.59151 -4.21354 1.76132 -0.0143 -0.0521 -0.0300
H 4.39679 -2.17785 2.09568 -0.0189 0.0399 0.0637
H 4.52486 0.43938 1.34074 0.0085 -0.0118 -0.0061
H 2.93112 1.20810 1.54696 0.0136 -0.0033 -0.0134
H 3.44467 0.64551 -0.04441 0.0131 0.0021 -0.0346
```
Forces are in eV/Å.

## Properties
total charge: +1
LUMO (spin up / spin down): -2.1 / -4.4 eV
molar mass: 805.02 g/mol
2S+1: 6
expectation value of S²: 8.7637
frontier orbital gap (spin up / spin down): 7.132 / 5.645 eV
HOMO (spin up / spin down): -9.19 / -10.04 eV



# 2
Molecular formula: C29H35N4O
Method: DFT, the ωB97M-V functional and the def2-TZVPD basis

The geometry in XYZ format:
```
69
Properties=species:S:1:pos:R:3:forces:R:3
C -4.71227 -3.90909 -1.84791 0.0826 0.1358 -0.4172
N -3.57408 -4.02267 -0.97126 0.3142 1.0928 -0.3849
C -3.21822 -5.28443 -0.44326 -0.5535 -0.8189 -0.1587
C -1.87081 -5.27915 0.30932 -0.0926 -0.0114 -0.0209
C -0.95878 -4.12388 -0.08096 -0.9062 1.4273 -0.2188
N 0.40190 -4.32863 -0.17270 0.7943 -0.1719 0.5274
C 0.97988 -5.68003 -0.31226 0.2597 0.3818 -0.3822
C 2.47842 -5.62575 -0.02603 0.0650 0.0811 -0.3699
O 3.13027 -4.68074 -0.87654 -0.3967 0.4812 0.6161
C 2.66399 -3.35768 -0.60864 0.0352 -0.5207 -0.0245
C 1.15562 -3.22817 -0.76897 0.1492 -0.4409 -0.3559
C -1.54262 -2.88789 -0.25401 0.5790 -1.0376 0.0016
C -3.02695 -2.82880 -0.35632 -0.9460 -0.4266 0.5151
H -5.32928 -3.03521 -1.59506 0.0060 -0.2600 0.0787
H -4.40491 -3.77585 -2.90524 -0.0847 -0.0460 0.2696
H -5.34958 -4.80390 -1.83080 0.1397 0.1948 0.2420
H -4.01858 -5.64761 0.23687 0.3134 -0.1647 0.0736
H -3.20451 -6.00569 -1.28210 0.2237 0.1111 0.3202
H -2.10844 -5.18444 1.38956 0.3771 -0.0151 -0.4797
H -1.38792 -6.25526 0.15956 -0.2648 0.3964 0.1251
H 0.54119 -6.37601 0.40935 -0.0223 0.2347 -0.1767
H 0.83846 -6.07774 -1.33946 -0.0819 0.1314 0.3773
H 2.61834 -5.38229 1.04712 0.2081 -0.0399 -0.4254
H 2.96389 -6.57479 -0.29206 -0.3121 0.1361 0.4017
H 2.94578 -3.03094 0.41419 0.1472 -0.2330 -0.3922
H 3.13577 -2.73320 -1.37811 0.0306 0.0363 0.4360
H 0.93389 -3.16146 -1.85451 -0.2068 0.0986 0.3789
H 0.87965 -2.28968 -0.27606 -0.0552 -0.1766 -0.2203
H -1.04681 -1.91455 -0.24518 0.1557 -0.5700 -0.3678
H -3.39023 -1.97915 -0.95905 0.3948 -0.1574 0.3785
H -3.41073 -2.70868 0.68886 -0.3475 0.2072 -0.3169
C 4.14760 3.91913 -3.48519 0.5752 -0.2518 -0.2168
N 3.10314 3.81986 -2.47636 -0.1697 -0.8724 0.6376
C 2.83073 2.68946 -1.75801 -0.7297 1.0091 -0.3394
C 1.70871 2.92375 -0.92315 0.3513 0.0944 -0.3412
C 1.12857 2.03445 0.01653 0.7395 0.7940 0.8556
C 0.62622 2.45127 1.25610 0.0312 -0.6143 0.0027
C 0.69729 3.72408 1.89041 -1.0450 -0.2678 1.0940
N -0.03042 3.70021 3.04703 1.2540 0.0828 -1.5534
C -0.28728 4.85255 3.89457 0.0803 0.5748 0.3659
C -0.56334 2.41712 3.25344 -0.3276 -0.4053 -0.7047
C -0.12985 1.60362 2.18034 -0.4631 0.2674 0.5342
C -0.56635 0.28457 2.11871 -0.4712 -0.2702 0.2949
C -1.60702 -0.11787 2.97853 0.4721 0.1268 -0.2205
C -2.09638 0.73751 3.98330 0.5599 0.4836 -0.0827
C -1.51167 2.00064 4.18881 -0.1028 -0.4039 -0.1610
C 1.27177 4.29375 -1.20473 0.9537 0.2115 -0.3338
C 2.17300 4.81807 -2.17394 -0.6721 -0.6923 0.0325
C 1.97905 6.03666 -2.81324 -0.4198 0.3896 0.2826
C 0.83950 6.77181 -2.44768 0.4621 -0.2974 -0.0689
C -0.05159 6.28889 -1.47372 0.1723 -0.6357 0.2963
C 0.17320 5.05897 -0.82963 -0.2623 0.7454 -0.3254
H 4.01132 4.81563 -4.10466 -0.0500 -0.4055 0.2966
H 5.14788 3.95607 -3.02473 -0.4051 0.1137 -0.0707
H 4.11474 3.02652 -4.12727 -0.0584 0.3825 0.1298
H 3.45918 1.80507 -1.86772 -0.2867 0.2956 0.0841
H 1.13815 0.96038 -0.17977 0.0645 0.2171 0.0340
H 1.21848 4.62051 1.56071 -0.2350 -0.2361 0.1944
H -1.06252 4.60191 4.62486 0.2064 0.0430 -0.2680
H 0.61306 5.16270 4.44529 -0.2294 -0.2280 -0.2119
H -0.63616 5.70476 3.29417 0.0948 -0.3555 0.1333
H -0.08700 -0.40582 1.42022 -0.5505 0.1000 0.0606
H -2.04901 -1.11225 2.87087 0.2858 0.3185 0.0291
H -2.92712 0.41058 4.60986 0.3713 0.0855 -0.0805
H -1.78140 2.63719 5.03226 -0.1564 -0.2489 -0.3052
H 2.68994 6.38509 -3.56430 -0.3823 0.0497 0.2143
H 0.63716 7.73110 -2.92544 0.0951 -0.3028 0.1195
H -0.94288 6.86491 -1.21980 0.3340 -0.1198 -0.0578
H -0.49107 4.70056 -0.04498 -0.0918 0.1670 -0.3802
```
Forces are in eV/Å.

## Properties
total charge: +1
LUMO: -4.6 eV
molar mass: 455.63 g/mol
frontier orbital gap: 4.428 eV
HOMO: -9.06 eV



One value per record, in order, for relative energy (zero: lowest compared OMol25 entry of this formula, charge and spin): 0.00, 47.50 kcal per mole.